(1)
Below is C27H23ClN6O3S5Ti as an isolated structure, with properties calculated with ωB97M-V with the def2-TZVPD basis set.

Each line ends with the Mulliken spin population.
Atoms and positions in Å:
Ti: 0.80115 0.20797 -0.08116  1.00
C: -1.93102 4.86397 1.24898  0.00
C: -3.19558 4.06813 1.54672  0.00
N: -3.55592 3.14740 0.48516  0.00
C: -2.98946 1.87778 0.40817  0.00
S: -3.84985 0.71255 -0.52950  0.00
N: -1.85806 1.76295 1.04321  -0.01
N: -1.21323 0.54341 1.02253  -0.03
C: -1.61334 -0.38493 1.80925  0.00
C: -2.77736 -0.27747 2.73646  0.00
C: -0.80741 -1.62570 1.80926  0.03
C: -1.13662 -2.73044 2.57300  -0.01
C: -0.29618 -3.83656 2.55332  0.01
C: 0.84406 -3.80586 1.77898  -0.01
C: 1.10494 -2.66120 1.03854  0.02
N: 0.29432 -1.61291 1.04386  0.01
H: -1.75622 5.61144 2.02885  0.00
H: -2.01566 5.36827 0.28392  0.00
H: -1.07943 4.18645 1.21625  0.00
H: -4.03831 4.75354 1.67554  0.00
H: -3.05734 3.52558 2.48938  0.00
H: -4.51837 3.13188 0.19665  0.00
H: -3.10078 0.75696 2.80166  0.00
H: -2.49688 -0.63451 3.72919  0.00
H: -3.61142 -0.86666 2.35009  0.00
H: -2.01965 -2.71838 3.19436  0.00
H: -0.52031 -4.69790 3.16984  0.00
H: 1.56110 -4.61258 1.77980  0.00
H: 2.01059 -2.57007 0.45286  -0.01
O: -0.14014 -1.39537 6.33677  0.00
C: 0.63570 -1.23276 5.41113  0.00
S: 0.58474 0.12925 4.30340  0.00
C: 1.91836 -0.34883 3.24581  0.01
C: 2.58460 -1.48628 3.56200  0.00
S: 3.92098 -2.27009 2.80140  0.00
S: 1.94888 -2.32293 4.99876  0.00
S: 2.21762 0.74885 1.90631  -0.01
Cl: 3.40150 -0.61271 -6.95860  0.00
C: 3.07421 -0.35661 -5.24377  -0.14
C: 4.09052 0.13179 -4.43455  0.24
C: 3.81274 0.34086 -3.07886  -0.05
C: 2.56541 0.07264 -2.53284  0.16
O: 2.32459 0.33757 -1.26043  0.02
C: 1.53063 -0.46223 -3.37736  -0.07
C: 0.28021 -0.80806 -2.85073  0.47
O: -0.03476 -0.75015 -1.58107  0.14
C: 1.82473 -0.65209 -4.75358  0.17
H: 5.06629 0.34720 -4.84728  0.03
H: 4.57505 0.72899 -2.41423  -0.01
H: -0.48524 -1.19661 -3.52568  0.01
H: 1.05852 -1.04311 -5.41185  0.01
N: 1.36239 4.47731 -0.60513  0.00
C: 1.47060 3.30135 0.06675  0.00
N: 0.66373 2.39264 -0.39501  0.03
C: -0.02785 2.98643 -1.44706  -0.06
C: -1.02418 2.46720 -2.26800  0.01
C: -1.55807 3.31345 -3.21876  -0.04
C: -1.11192 4.63626 -3.36298  0.00
C: -0.11980 5.15956 -2.55421  0.00
C: 0.40842 4.30490 -1.59396  0.00
H: 1.87459 5.31330 -0.39613  0.00
H: 2.14163 3.14435 0.89847  0.00
H: -1.38776 1.45406 -2.14035  0.07
H: -2.35427 2.94930 -3.85464  0.00
H: -1.56056 5.26524 -4.12236  0.00
H: 0.21755 6.18323 -2.66018  0.00

Computed properties:
**Multiplicity**: 3
**HOMO-LUMO gap (alpha / beta)**: 4.735 / 5.309 eV
**Net charge**: -2
**F_max**: 0.59 eV Å⁻¹
**Relative energy (zero: lowest compared OMol25 entry of this formula, charge and spin)**: 5.5 kcal per mole
**LUMO (alpha / beta)**: 4.095 / 4.092 eV


(2)
Below is C27H23F6I2KN6O10S2 as an isolated structure, with properties calculated with ωB97M-V with the def2-TZVPD basis set.

Each line ends with the Löwdin charge.
Atoms and positions in Å:
K: 0.44150 0.83002 0.15468  0.74
I: -5.70114 -5.14780 -0.04353  0.75
C: -4.02797 -3.89022 0.06609  -0.76
C: -4.16966 -2.59529 0.53467  -0.26
C: -3.05394 -1.77887 0.60646  -0.62
I: -3.25846 0.19841 1.25092  1.01
C: -1.74561 -2.20256 0.23329  -0.51
O: -0.70922 -1.46954 0.33360  -0.25
C: -1.66813 -3.54156 -0.27525  -0.17
C: -0.32734 -3.99552 -0.79723  -0.18
N: 0.16546 -3.23990 -1.95112  -0.03
C: -0.80577 -3.19825 -3.03832  -0.18
C: -0.26979 -2.43815 -4.22154  -0.26
C: -0.19580 -1.04549 -4.18627  0.00
C: 0.27971 -0.36706 -5.29340  -0.06
C: 0.67929 -1.10004 -6.40204  -0.07
C: 0.57276 -2.47852 -6.34457  -0.16
N: 0.10621 -3.14494 -5.28951  0.10
C: -2.78226 -4.35125 -0.35009  -0.14
H: -5.13738 -2.21726 0.83553  0.07
H: -0.38560 -5.05299 -1.07690  0.11
H: 0.42468 -3.89308 -0.01238  0.12
H: 0.35871 -2.29649 -1.62651  0.09
H: -1.76307 -2.74876 -2.73272  0.12
H: -1.01088 -4.22230 -3.35785  0.12
H: -0.51301 -0.50438 -3.30147  0.12
H: 0.33695 0.71398 -5.29383  0.09
H: 1.06512 -0.61406 -7.28868  0.10
H: 0.87340 -3.08616 -7.19313  0.09
H: -2.67957 -5.35476 -0.74920  0.09
O: 2.51966 0.01919 -1.45740  -0.02
C: 2.98112 0.38384 -2.51959  -0.23
C: 2.43813 1.36233 -3.45202  -0.13
C: 3.15165 1.54276 -4.62620  0.02
C: 2.71155 2.40678 -5.61186  -0.19
C: 1.51986 3.14411 -5.42401  -0.03
C: 0.80089 2.99507 -4.28239  -0.02
C: 1.19430 2.08524 -3.21917  -0.41
O: 0.48528 1.93900 -2.20865  -0.09
N: 3.46130 2.55619 -6.82090  -0.38
O: 4.50764 1.92874 -6.95394  0.02
O: 3.04279 3.33101 -7.67745  0.02
H: 3.93586 -0.06367 -2.87284  0.12
H: 4.06454 0.98290 -4.78963  0.12
H: 1.19882 3.81875 -6.20539  0.11
H: -0.11657 3.54727 -4.12310  0.11
N: 1.76115 0.36083 2.66501  0.15
C: 0.82043 0.12404 3.29539  -0.32
N: -0.27910 -0.19762 3.96936  -0.07
C: -0.34572 0.16247 5.38883  -0.12
C: 0.23802 -0.95757 6.22938  -0.18
O: -0.39618 -2.20068 5.95975  -0.14
C: -0.25505 -2.55984 4.59017  -0.18
C: -0.86581 -1.51334 3.67845  -0.13
H: -1.40002 0.30933 5.63374  0.14
H: 0.17510 1.10224 5.55330  0.08
H: 0.09632 -0.75483 7.29094  0.12
H: 1.31562 -1.04274 6.02812  0.13
H: -0.75583 -3.51955 4.46359  0.12
H: 0.81069 -2.68282 4.35007  0.13
H: -1.93993 -1.43555 3.85792  0.12
H: -0.70562 -1.74416 2.62447  0.10
F: -2.76332 4.54968 4.32627  0.13
C: -2.46406 3.66969 3.36798  -0.68
F: -2.83697 2.45673 3.78607  0.08
F: -3.18194 3.97288 2.28007  0.12
S: -0.66520 3.71805 2.96319  0.57
O: -0.53240 2.72314 1.93744  -0.37
O: -0.40077 5.08814 2.64690  -0.27
N: -0.02888 3.16022 4.29245  -0.29
S: 0.50722 4.00895 5.50502  0.57
O: 0.01730 5.34965 5.62154  -0.28
O: 0.52246 3.16882 6.67135  -0.30
C: 2.29462 4.19407 5.08891  -0.68
F: 2.46054 4.84492 3.93859  0.13
F: 2.91016 4.89215 6.05657  0.11
F: 2.89122 3.00592 4.99405  0.13

Computed properties:
**HOMO-LUMO gap**: 6.409 eV
**Net charge**: -2
**F_max**: 0.23 eV Å⁻¹
**Relative energy (zero: lowest compared OMol25 entry of this formula, charge and spin)**: 0.0 kcal per mole
**LUMO**: 3.286 eV


(3)
Below is C27H23F6N3O8SeTc as an isolated structure in a non-equilibrium geometry, with properties calculated with ωB97M-V with the def2-TZVPD basis set.

Each line ends with the Mulliken spin population.
Atoms and positions in Å:
Tc: -2.23277 2.92255 -2.00449  1.03
O: -3.26708 5.79048 -4.82896  0.00
C: -2.72621 5.03454 -3.92164  0.01
O: -3.33203 4.11621 -3.37092  -0.02
C: -1.27823 5.33093 -3.63192  0.01
O: -0.91334 4.83204 -2.34836  0.00
C: -1.07906 5.76140 -1.25554  0.00
C: -2.29341 5.41672 -0.43463  0.00
O: -2.79003 6.16619 0.34107  0.03
O: -2.70638 4.14319 -0.63000  0.04
H: -4.17939 5.49778 -5.01281  0.00
H: -1.06657 6.39441 -3.72402  0.00
H: -0.69162 4.79128 -4.37924  0.00
H: -1.14303 6.78423 -1.61989  0.00
H: -0.19774 5.66337 -0.62350  0.00
F: -0.36351 -0.82843 3.36925  0.00
C: 0.19715 -0.82884 2.14994  0.00
C: -0.21240 0.10061 1.24994  0.00
C: 0.40555 0.16712 -0.00356  0.01
C: -0.10288 1.06754 -1.01793  -0.02
O: -1.08764 1.81645 -0.71086  -0.01
C: 0.54663 1.05729 -2.27024  0.02
C: 1.66093 0.27162 -2.43239  0.01
N: 2.13950 -0.55412 -1.50168  0.00
C: 3.35590 -1.30916 -1.78143  0.00
C: 4.54990 -1.08524 -0.90330  0.00
C: 4.54014 -0.56175 -2.30727  0.00
C: 1.48084 -0.68083 -0.27839  0.00
C: 1.84436 -1.67261 0.64087  0.00
C: 1.19027 -1.78776 1.85291  0.00
N: 1.49325 -2.82480 2.74270  0.00
C: 0.58065 -3.25009 3.80384  0.00
C: 0.95547 -4.67645 4.22092  0.00
N: 1.54248 -5.37946 3.02541  0.00
C: 2.89763 -4.80542 2.66617  0.00
C: 2.85266 -3.29726 2.93086  0.00
C: 0.12905 1.88322 -3.42369  0.00
O: 0.86350 2.17306 -4.32238  0.00
O: -1.16709 2.26312 -3.43151  0.03
H: -0.99532 0.80078 1.50977  0.00
H: 2.20543 0.30678 -3.36733  0.00
H: 3.16985 -2.30281 -2.16831  0.00
H: 5.16743 -1.94287 -0.67323  0.00
H: 4.45397 -0.35995 -0.10577  0.00
H: 5.14211 -1.05319 -3.05753  0.00
H: 4.44300 0.50858 -2.43197  0.00
H: 2.62638 -2.37025 0.37848  0.00
H: -0.43963 -3.23367 3.42571  0.00
H: 0.61933 -2.61973 4.69424  0.00
H: 0.08836 -5.23711 4.55974  0.00
H: 1.71681 -4.71002 4.99705  0.00
H: 0.91326 -5.24156 2.23212  0.00
H: 1.61045 -6.38520 3.18438  0.00
H: 3.06850 -5.05144 1.62040  0.00
H: 3.64026 -5.31188 3.27887  0.00
H: 3.54297 -2.78790 2.26496  0.00
H: 3.18622 -3.08297 3.95072  0.00
F: -3.57002 -2.08908 2.97605  0.00
C: -3.64126 -1.31285 1.89615  0.00
C: -3.11449 -1.75574 0.69572  0.00
F: -2.50923 -2.95106 0.64058  0.00
C: -3.18550 -0.94706 -0.42155  0.00
F: -2.62888 -1.39464 -1.55027  0.00
C: -3.78673 0.30011 -0.36543  -0.02
Se: -4.00995 1.37894 -1.91936  -0.12
C: -4.29459 0.72952 0.85012  0.01
F: -4.87324 1.91762 0.96120  0.00
C: -4.22525 -0.06408 1.98293  0.00
F: -4.71572 0.35961 3.13822  0.00

Computed properties:
**Multiplicity**: 2
**HOMO-LUMO gap (alpha / beta)**: 7.473 / 7.878 eV
**Net charge**: +2
**F_max**: 1.13 eV Å⁻¹
**Relative energy (zero: lowest compared OMol25 entry of this formula, charge and spin)**: 0.0 kcal per mole
**LUMO (alpha / beta)**: -6.322 / -5.812 eV


What is the formula in the first record?
C27H23ClN6O3S5Ti


F_max of number 3 (C27H23F6N3O8SeTc)?
1.13 eV Å⁻¹


What is the F_max in the third record?
1.13 eV Å⁻¹


What is the formula in the second record?
C27H23F6I2KN6O10S2